Here is C15H22N4O4S2 as an isolated structure from the OMol25 dataset. Energies are from ωB97M-V/def2-TZVPD.

Cartesian coordinates (Å):
O: 1.423 4.000 -1.378
C: -2.673 -1.914 1.303
N: 4.763 -3.028 -0.851
N: 2.403 1.894 0.011
C: -0.410 2.559 -0.128
O: -4.806 0.020 -1.458
C: -2.235 1.367 1.327
H: 1.484 -2.286 -1.135
C: -0.974 2.221 1.047
C: -2.684 -1.812 -1.214
H: -2.749 1.363 -2.277
N: 2.063 -0.718 0.045
H: -0.448 2.372 -2.269
C: -0.911 2.185 -1.255
S: 1.295 3.389 0.015
C: 3.712 -3.089 0.131
H: -0.492 2.545 2.106
C: 2.509 -2.958 0.711
H: -2.761 -2.835 -1.447
H: 2.785 -2.711 1.667
H: -2.717 -3.064 1.220
C: 1.690 -0.057 1.241
H: -3.254 -1.548 -2.080
H: -2.766 1.343 2.167
O: 1.364 3.943 1.355
H: 3.622 1.082 -1.073
H: 1.995 -0.643 -2.135
C: -2.768 1.062 -0.002
H: 3.607 1.014 1.096
C: 2.607 1.243 1.226
C: -2.202 1.723 -1.238
S: -3.973 0.137 -0.095
H: 0.715 0.431 -1.261
H: -3.470 -1.530 1.995
H: 2.300 1.959 -2.257
H: -1.890 -1.321 1.462
C: 1.860 0.112 -1.320
O: -4.784 0.141 1.141
H: 0.664 0.073 1.160
C: 1.510 -2.117 -0.160
H: 2.302 2.020 1.950
H: 0.446 -2.068 0.567
H: 2.091 -4.259 0.690
H: 2.070 -0.576 2.024
N: -3.264 -1.476 -0.083
C: 2.523 1.253 -1.175
H: -1.570 -1.441 -1.363

Properties
LUMO energy = -1.32 eV
Calculated total energy = -51715.584 eV
Energy relative to the best compared isomer or geometry (same formula, charge and spin) = 366.1 kcal/mol
Frontier orbital gap = 7.828 eV

Here is C5H6O2 in the gas phase from the OMol25 dataset. Energies are from ωB97M-V/def2-TZVPD.

Cartesian coordinates (Å):
C: 0.519 0.126 0.388
H: 2.517 -0.507 -0.079
C: -0.900 -0.307 0.644
C: 1.536 -0.962 0.089
C: -1.719 0.396 -0.130
H: 0.863 0.704 1.256
H: 1.262 -1.540 -0.797
H: 1.616 -1.640 0.946
H: -2.801 0.396 -0.165
C: -0.898 1.275 -1.004
O: 0.414 1.038 -0.706
O: -1.244 2.065 -1.838
H: -1.165 -1.045 1.395

Properties
LUMO energy = 0.56 eV
Calculated total energy = -9377.068 eV
SMILES string = C[C@@H]1C=CC(=O)O1
Energy relative to the best compared isomer or geometry (same formula, charge and spin) = 0.6 kcal/mol
Frontier orbital gap = 10.982 eV

Here is a 2-piece molecular cluster, C11H15N overall from the OMol25 dataset. Energies are from ωB97M-V/def2-TZVPD.

Cartesian coordinates (Å):
H: 4.465 -1.012 -2.420
H: 3.633 0.472 -2.257
C: -1.370 -1.422 -0.612
H: -1.680 -2.270 -1.192
H: -0.866 1.418 -2.376
H: -1.275 -0.153 -2.980
H: -0.692 -2.529 1.076
C: -0.715 -0.449 1.291
C: -1.517 0.569 -2.204
H: -2.495 1.000 -2.402
H: -0.264 -0.972 3.329
C: 2.364 -1.222 -2.728
H: 1.601 -0.459 -2.888
C: -0.281 -0.190 2.585
C: 3.552 -0.572 -2.003
C: -1.373 -0.093 -0.880
C: 0.099 1.108 2.867
H: -0.588 2.653 -0.040
H: 3.610 -0.804 -0.946
H: 1.878 -2.010 -2.168
H: 2.594 -1.575 -3.730
C: -0.486 1.838 0.637
H: 0.450 1.265 3.879
C: -0.908 0.555 0.322
C: 0.036 2.105 1.898
N: -1.024 -1.657 0.707
H: 0.373 3.099 2.102

Properties
LUMO energy = 0.91 eV
Calculated total energy = -13140.337 eV
SMILES string = Cc1c[nH]c2ccccc12.CC
Energy relative to the best compared isomer or geometry (same formula, charge and spin) = 10.5 kcal/mol
Frontier orbital gap = 8.767 eV

Here is C33H67F2N3O27S2Zn as an isolated structure from the OMol25 dataset. Energies are from ωB97M-V/def2-TZVPD.

Cartesian coordinates (Å):
H: -8.250 -0.132 -11.103
C: -8.124 1.252 -12.809
O: -5.850 -1.443 -12.884
H: -8.088 -5.861 -15.663
O: -2.197 -1.824 -16.646
O: -4.513 -0.958 -18.219
O: -4.932 -2.957 -9.282
H: -7.729 0.535 -13.551
O: -7.938 1.791 -10.434
H: -4.144 -6.269 -16.338
H: -6.013 -2.499 -21.235
O: -4.257 -8.037 -18.510
O: -0.907 0.369 -11.207
H: 0.726 -0.292 -10.205
C: -12.730 -1.973 -8.426
H: -6.962 -4.565 -8.902
C: -5.862 -1.199 -15.938
O: -9.521 1.373 -13.028
O: -11.505 -2.331 -7.792
H: -8.707 -4.512 -8.829
O: -2.633 1.137 -12.221
F: -5.425 -3.655 -13.423
H: -6.757 -5.640 -14.535
H: -8.383 -4.690 -13.185
H: -7.839 2.011 -6.199
C: -1.375 -6.259 -15.221
H: -3.939 1.773 -13.699
H: -5.711 -5.921 -12.608
O: -1.057 -4.014 -11.524
O: -2.439 -6.977 -14.583
H: -5.179 -1.936 -15.519
H: -13.064 -0.985 -8.118
C: -7.847 -5.182 -8.762
C: -0.080 -3.832 -12.320
C: -1.870 0.078 -12.059
H: -5.410 -4.538 -16.233
C: -7.293 -5.159 -15.369
C: -5.435 -1.938 -20.513
H: -1.742 -5.402 -15.778
H: 1.336 -5.027 -11.222
H: -0.908 -0.856 -15.309
H: -9.409 0.777 -9.510
C: -5.597 -1.497 -18.232
C: -6.348 -5.007 -16.553
H: -3.779 -8.650 -16.549
C: -10.400 -2.008 -8.459
H: -10.015 1.964 -10.675
H: -8.003 -0.917 -8.143
C: 1.311 -4.185 -11.907
H: -3.768 -2.800 -18.466
N: -2.201 -2.395 -6.641
H: -6.726 -1.178 -15.276
C: -3.234 -3.655 -18.060
O: -6.398 -1.619 -17.192
H: -5.462 -0.188 -15.979
H: -6.678 0.584 -11.411
O: -6.177 -2.029 -19.287
H: -9.288 3.882 -9.490
H: 0.671 -0.779 -11.905
H: -7.786 -2.331 -9.120
H: -6.819 -4.420 -17.341
O: -7.748 -3.905 -14.989
H: -5.341 -7.208 -15.420
C: -8.007 -6.180 -9.804
O: -0.306 -3.323 -13.450
H: -3.613 -6.054 -18.395
H: -11.113 0.271 -13.601
O: -8.461 2.999 -7.884
O: -4.097 -7.083 -13.255
H: -4.699 -3.658 -5.246
H: -12.676 -2.091 -9.503
H: -0.943 -6.955 -15.939
H: 1.718 -3.331 -11.357
C: -10.230 0.147 -12.972
C: -1.753 -0.641 -15.967
C: -4.488 -3.551 -6.307
O: -6.595 -3.288 -11.440
H: -8.082 1.016 -7.597
H: -0.397 -1.594 -10.738
O: -4.502 -0.765 -10.204
O: -3.369 -3.677 -16.636
H: -5.494 -7.394 -11.771
C: -8.055 -2.005 -8.115
H: -2.559 -0.208 -15.384
H: -4.433 -2.327 -20.359
F: -2.718 -2.219 -9.772
C: -8.495 1.878 -7.059
H: -10.388 2.900 -8.456
C: -7.752 0.791 -11.430
C: -3.170 -6.294 -13.727
H: -5.400 -0.891 -20.810
Zn: -2.405 -3.154 -12.815
C: -8.698 -3.958 -13.938
O: -2.997 -2.639 -14.728
O: -2.043 -1.013 -12.563
O: -2.977 -5.141 -13.438
H: -10.569 -0.097 -11.959
O: -6.064 -6.276 -17.108
H: -5.253 -2.906 -6.733
C: -9.259 1.794 -9.893
H: -13.467 -2.683 -8.045
H: -3.889 0.035 -13.485
C: -3.827 0.985 -12.953
H: -0.602 -5.982 -14.506
S: -4.222 -2.162 -10.220
C: -2.853 -2.696 -15.929
H: -4.362 -6.025 -11.476
H: -4.686 1.019 -12.285
H: -4.538 -4.504 -6.825
C: -3.326 -7.042 -18.780
N: -8.172 -6.910 -10.664
H: -7.895 -5.594 -7.757
H: -3.652 -4.587 -18.440
H: -2.201 -3.667 -18.410
O: -10.363 -1.483 -9.530
C: 0.080 -0.651 -10.996
N: -4.007 -2.801 -11.682
C: -4.574 -8.187 -17.147
C: -4.931 -6.581 -12.220
H: -8.778 -2.980 -13.469
H: -7.344 -2.366 -7.385
H: -9.627 -0.680 -13.366
H: -9.507 1.666 -6.686
C: -3.204 -2.909 -6.492
H: -2.331 -7.299 -18.382
H: -5.419 -8.881 -17.185
C: -5.026 -6.930 -16.432
C: -9.403 2.949 -8.945
H: -9.670 -4.266 -14.341
S: -5.591 -2.659 -12.205
H: 1.939 -4.339 -12.780
H: -3.221 -6.912 -19.857
H: -7.709 2.226 -13.063
H: -1.402 0.046 -16.729
O: -9.364 -2.442 -7.740

Properties
LUMO energy = 0.23 eV
Calculated total energy = -170581.873 eV
Energy relative to the best compared isomer or geometry (same formula, charge and spin) = 0.0 kcal/mol
Frontier orbital gap = 9.211 eV